{
  "formula": "C20H16Cl4NO5Pt",
  "method": "ωB97M-V with the def2-TZVPD basis set",
  "species": ["Pt", "Cl", "C", "C", "C", "C", "O", "C", "C", "O", "C", "H", "H", "H", "H", "C", "C", "C", "O", "C", "O", "O", "H", "H", "H", "H", "H", "H", "H", "Cl", "C", "Cl", "Cl", "C", "N", "C", "C", "C", "C", "C", "C", "C", "H", "H", "H", "H", "H"],
  "positions_angstrom": [[6.645, 3.247, 15.723], [-0.319, 3.033, 15.560], [1.383, 2.939, 15.349], [1.935, 2.788, 14.087], [3.270, 2.587, 13.990], [4.062, 2.366, 15.153], [5.332, 2.149, 14.849], [3.501, 2.404, 16.475], [4.336, 2.613, 17.677], [4.177, 3.217, 18.755], [2.144, 2.817, 16.520], [1.332, 2.746, 13.155], [3.824, 2.718, 13.058], [5.285, 2.015, 17.624], [1.645, 2.957, 17.459], [7.671, 7.165, 16.873], [6.895, 5.897, 17.235], [6.715, 5.855, 18.705], [7.638, 4.707, 16.887], [5.490, 5.796, 16.507], [4.727, 6.729, 16.717], [5.194, 4.743, 15.773], [8.552, 7.272, 17.557], [6.930, 7.994, 16.998], [8.084, 7.225, 15.836], [7.680, 5.915, 19.254], [6.137, 5.038, 19.020], [6.191, 6.792, 19.043], [8.583, 4.717, 17.181], [11.372, 2.902, 12.257], [10.185, 1.996, 12.901], [9.194, 1.091, 11.790], [11.273, 2.495, 15.348], [9.947, 1.938, 14.307], [8.724, 1.587, 14.653], [7.728, 1.686, 15.468], [7.101, 0.451, 16.171], [6.917, -0.591, 15.275], [5.826, -1.467, 15.401], [5.189, -1.513, 16.659], [5.509, -0.606, 17.691], [6.475, 0.388, 17.453], [7.589, -0.669, 14.415], [5.555, -2.147, 14.585], [4.362, -2.201, 16.838], [4.974, -0.744, 18.629], [6.729, 1.161, 18.172]],
  "atomic_forces_ev_per_a": [[-0.9, 2.2, 0.5], [-0.3, 0.3, -0.2], [0.5, -1.0, 2.0], [-1.8, 0.1, -2.5], [1.6, -0.1, 0.8], [1.3, -0.5, -2.8], [-1.8, -0.1, -0.2], [-0.5, 2.3, 2.9], [1.5, -1.6, -0.4], [-1.2, 0.0, -0.8], [-0.3, -0.3, -0.9], [0.2, 0.4, 1.0], [-0.3, -0.5, 0.2], [-1.0, 0.9, -0.4], [0.0, 0.1, 0.3], [0.1, 0.6, -0.5], [0.1, -0.1, -1.0], [0.1, 2.5, 1.5], [1.9, -0.5, -0.4], [-0.8, -0.3, -0.3], [0.6, -0.3, -0.1], [1.3, 1.6, 1.3], [-0.8, 0.1, -0.3], [0.9, -0.5, 0.0], [-0.6, -0.4, 0.7], [-0.3, -0.4, -0.5], [-0.7, -1.3, 0.4], [0.2, -0.9, -0.5], [-1.2, 0.1, -0.4], [1.7, 1.1, -1.1], [-1.4, -1.5, 1.0], [0.3, 0.5, 0.6], [0.0, 0.3, 0.5], [-3.9, -1.0, -0.5], [4.1, 0.5, -2.6], [-0.1, -2.3, 4.8], [0.9, 1.0, -0.7], [-0.9, -1.3, -0.8], [1.0, -0.1, 1.1], [-0.5, 0.6, -0.2], [0.7, -0.5, -1.0], [0.2, -0.3, -0.9], [-0.6, 0.3, 0.0], [0.2, 0.2, 0.5], [0.2, 0.1, -0.1], [0.3, 0.4, 0.0], [0.0, -0.3, 0.1]],
  "e_above_lowest_ev": 0.000,
  "homo_ev": [-2.03, -5.28],
  "homo_lumo_gap_ev": [4.2, 5.6],
  "multiplicity": 5,
  "total_charge": -1
}



{
  "formula": "C20H16F2N2O6",
  "method": "ωB97M-V with the def2-TZVPD basis set",
  "species": ["O", "C", "N", "C", "C", "C", "C", "C", "C", "F", "H", "H", "H", "H", "H", "C", "H", "H", "O", "C", "O", "C", "C", "C", "O", "O", "C", "C", "O", "N", "C", "C", "C", "C", "C", "C", "F", "H", "H", "H", "H", "H", "H", "H", "H", "H"],
  "positions_angstrom": [[4.111, 0.568, 1.199], [3.382, 1.279, 0.551], [2.600, 0.876, -0.482], [2.289, -0.437, -0.844], [3.040, -1.547, -0.473], [2.636, -2.817, -0.845], [1.487, -3.009, -1.592], [0.725, -1.917, -1.975], [1.134, -0.657, -1.598], [0.371, 0.415, -1.940], [-0.180, -2.031, -2.550], [1.176, -4.002, -1.875], [3.229, -3.667, -0.545], [3.930, -1.401, 0.117], [2.065, 1.582, -0.975], [3.238, 2.785, 0.843], [3.819, 3.026, 1.734], [3.586, 3.369, -0.017], [1.882, 3.104, 1.136], [1.092, 3.442, 0.114], [1.487, 3.619, -1.014], [-0.328, 3.434, 0.524], [-1.270, 3.267, -0.403], [-2.647, 2.865, -0.040], [-3.229, 3.104, 0.982], [-3.116, 2.054, -1.015], [-4.210, 1.211, -0.709], [-3.763, -0.185, -0.237], [-4.560, -1.083, -0.110], [-2.435, -0.262, 0.022], [-1.711, -1.317, 0.579], [-2.166, -2.629, 0.645], [-1.363, -3.611, 1.199], [-0.106, -3.309, 1.695], [0.361, -2.005, 1.649], [-0.445, -1.036, 1.095], [-0.003, 0.251, 1.041], [1.331, -1.734, 2.034], [0.512, -4.081, 2.124], [-1.728, -4.625, 1.241], [-3.148, -2.861, 0.267], [-1.882, 0.568, -0.150], [-4.812, 1.102, -1.613], [-4.825, 1.653, 0.085], [-1.017, 3.238, -1.454], [-0.540, 3.412, 1.582]],
  "atomic_forces_ev_per_a": [[0.2, -0.1, 0.2], [-0.2, 0.6, 0.1], [-0.4, 0.1, -0.5], [-0.1, -0.3, -0.1], [0.1, 0.0, 0.0], [-0.1, -0.1, -0.1], [0.0, 0.0, 0.0], [0.0, 0.2, 0.0], [0.1, -0.2, 0.1], [0.1, 0.0, 0.1], [-0.1, 0.0, -0.1], [0.0, -0.1, 0.0], [0.1, -0.1, 0.0], [0.0, 0.0, 0.0], [0.2, 0.0, 0.1], [0.6, -0.1, -0.2], [-0.1, -0.1, -0.2], [0.0, -0.1, 0.2], [-0.3, 0.0, 0.3], [0.1, 0.1, -0.5], [0.0, 0.0, 0.1], [-0.5, 0.0, -0.1], [0.4, 0.1, 0.1], [-0.2, 0.1, 0.5], [0.1, 0.0, -0.1], [0.2, 0.1, -0.3], [-0.6, -0.3, 0.3], [0.1, 0.5, -0.2], [-0.3, -0.1, 0.0], [0.5, 0.5, 0.0], [0.2, -0.2, 0.2], [-0.1, 0.1, -0.1], [0.1, -0.1, 0.0], [-0.1, 0.0, 0.0], [-0.1, 0.2, -0.1], [-0.1, -0.2, 0.1], [-0.1, -0.1, 0.0], [0.1, 0.1, 0.0], [0.1, -0.1, 0.0], [0.0, -0.1, 0.0], [0.0, 0.0, 0.0], [-0.2, -0.2, 0.0], [0.1, 0.0, 0.1], [0.1, -0.1, -0.2], [0.1, 0.0, 0.0], [-0.1, -0.1, 0.1]],
  "e_above_lowest_ev": 0.000,
  "homo_ev": -8.74,
  "smiles": "O=C(COC(=O)/C=C/C(=O)OCC(=O)Nc1ccccc1F)Nc1ccccc1F",
  "homo_lumo_gap_ev": 8.0,
  "multiplicity": 1
}



{
  "formula": "C20H16F3N3O4S3",
  "method": "ωB97M-V with the def2-TZVPD basis set",
  "species": ["C", "C", "N", "N", "C", "C", "C", "C", "C", "H", "H", "H", "H", "H", "H", "F", "C", "F", "F", "S", "N", "S", "C", "C", "C", "C", "C", "C", "O", "O", "S", "C", "C", "C", "C", "C", "C", "O", "O", "H", "H", "H", "H", "H", "H", "H", "H", "H", "H"],
  "positions_angstrom": [[-0.038, -0.269, -1.234], [0.937, -0.434, -2.289], [1.697, -0.649, -3.173], [-1.142, 0.411, -1.907], [-2.360, -0.155, -1.995], [-3.368, 0.356, -2.815], [-3.129, 1.465, -3.652], [-1.904, 2.117, -3.434], [-0.950, 1.612, -2.533], [-0.415, -1.144, -0.695], [-2.507, -1.101, -1.487], [-4.325, -0.188, -2.845], [-3.853, 1.836, -4.411], [-1.624, 3.002, -4.013], [-0.015, 2.122, -2.313], [0.316, -3.047, 2.712], [0.589, -2.486, 1.494], [1.642, -3.203, 0.958], [-0.520, -2.653, 0.663], [0.812, -0.759, 1.667], [0.267, 0.722, 0.372], [1.776, 1.499, 0.148], [3.091, 0.386, -0.295], [4.312, 1.008, -0.546], [5.341, 0.262, -1.096], [5.178, -1.111, -1.374], [3.971, -1.735, -1.047], [2.944, -0.985, -0.450], [1.576, 2.333, -1.019], [2.228, 2.045, 1.401], [-1.113, 1.713, 1.173], [-1.959, 0.553, 2.284], [-2.832, -0.443, 1.809], [-3.438, -1.298, 2.728], [-3.254, -1.083, 4.089], [-2.396, -0.079, 4.556], [-1.716, 0.727, 3.650], [-0.454, 2.725, 1.992], [-2.070, 2.107, 0.146], [4.411, 2.065, -0.300], [6.312, 0.751, -1.250], [6.024, -1.718, -1.741], [3.814, -2.801, -1.270], [2.038, -1.491, -0.109], [-2.899, -0.627, 0.733], [-4.043, -2.124, 2.338], [-3.818, -1.703, 4.781], [-2.212, 0.081, 5.616], [-0.916, 1.389, 3.987]],
  "atomic_forces_ev_per_a": [[-1.2, 0.3, -2.2], [2.0, -1.3, -1.7], [-2.3, 0.9, 2.4], [-0.3, 0.8, -0.2], [-1.0, 0.0, -0.6], [0.0, -0.2, -0.2], [0.5, 0.0, 0.7], [0.5, -0.4, 0.1], [-0.6, 0.1, -0.7], [0.6, 0.1, -0.5], [0.1, 0.1, 0.1], [0.6, 0.3, 0.0], [0.6, -0.4, 0.8], [-0.2, -0.3, 0.4], [-0.1, -0.2, -0.1], [-0.1, -0.2, -1.2], [-0.1, -0.1, 0.3], [-1.5, 0.3, 0.4], [0.6, -1.3, 0.5], [1.4, -1.3, 3.2], [-1.7, 0.1, -1.1], [1.4, 1.9, 0.6], [-0.3, -1.4, -0.2], [-0.4, 0.3, -0.2], [0.6, -0.3, 0.2], [0.0, 0.0, 0.4], [0.2, 0.3, 0.1], [0.5, -0.5, -0.6], [0.0, 0.1, 0.4], [-0.6, 0.1, -0.5], [0.4, 2.4, 0.6], [0.1, -0.1, -0.1], [1.0, 0.2, 0.0], [0.1, 0.3, -0.6], [-0.1, 0.2, 0.3], [-0.2, -0.1, -0.3], [0.3, -0.3, -0.4], [-1.2, -1.2, -0.8], [0.9, -0.7, 0.6], [0.2, -0.2, -0.3], [-0.5, -0.3, 0.0], [-0.6, 0.5, 0.0], [0.1, 0.6, 0.3], [0.7, 0.4, -0.7], [-0.2, 0.2, 0.4], [0.1, 0.3, 0.4], [0.3, 0.0, 0.0], [-0.2, -0.2, -0.2], [-0.5, 0.1, -0.2]],
  "e_above_lowest_ev": 4.188,
  "homo_ev": -6.24,
  "homo_lumo_gap_ev": 4.5,
  "multiplicity": 1
}



{
  "formula": "C20H16F3NO6S",
  "method": "ωB97M-V with the def2-TZVPD basis set",
  "species": ["O", "O", "O", "F", "F", "F", "O", "O", "O", "C", "C", "C", "C", "C", "C", "C", "C", "C", "C", "C", "C", "C", "C", "C", "N", "C", "C", "C", "C", "C", "S", "H", "H", "H", "H", "H", "H", "H", "H", "H", "H", "H", "H", "H", "H", "H", "H"],
  "positions_angstrom": [[-2.965, 2.874, -1.357], [1.856, 1.768, 2.693], [4.285, 1.790, 2.084], [-2.422, -5.129, 2.198], [-3.647, -3.351, 2.583], [-4.344, -4.857, 1.128], [-3.715, 0.234, -1.281], [-0.052, 0.229, -0.711], [-1.755, -5.801, -0.310], [-2.084, 2.109, -1.006], [-2.446, 0.682, -1.004], [-1.374, -0.170, -0.743], [-0.886, -3.856, -1.329], [-0.757, -2.486, -1.427], [-0.473, 3.883, -0.722], [1.836, 3.401, -0.272], [-2.525, -2.176, 0.269], [0.260, 1.559, -0.633], [-1.783, -4.412, -0.406], [-1.584, -1.636, -0.660], [-0.724, 2.529, -0.808], [1.576, 2.004, -0.305], [0.835, 4.318, -0.537], [-2.506, -3.589, 0.460], [2.597, 1.181, 0.120], [1.084, 5.779, -0.500], [-3.244, -4.224, 1.606], [2.970, -0.096, -0.466], [2.770, -1.185, 0.589], [3.146, -0.588, 1.938], [2.972, 1.207, 1.844], [-4.247, 0.992, -1.599], [-2.359, -6.112, 0.367], [-0.252, -4.527, -1.927], [-0.096, -2.002, -2.156], [-1.308, 4.632, -0.864], [2.802, 3.751, 0.009], [-3.120, -1.496, 0.876], [1.981, 6.051, -1.076], [1.188, 6.104, 0.534], [0.210, 6.282, -0.920], [2.474, -0.322, -1.428], [4.048, -0.043, -0.686], [1.708, -1.434, 0.621], [3.346, -2.071, 0.310], [2.528, -0.988, 2.766], [4.193, -0.808, 2.139]],
  "atomic_forces_ev_per_a": [[-0.7, 0.9, 0.2], [2.5, -1.7, -2.8], [-1.2, -0.5, -0.7], [-0.8, 0.0, 0.2], [0.4, -0.9, -1.2], [0.3, -0.2, 0.7], [0.9, 0.7, 0.3], [-0.3, 0.0, 0.7], [0.0, 1.4, -0.5], [-2.1, -1.0, -1.6], [2.8, -0.9, 0.8], [-2.4, 0.3, -1.0], [0.2, -0.3, -0.2], [-0.8, 0.5, 0.1], [0.2, 1.2, -0.5], [-1.3, -1.8, -0.4], [1.9, -0.7, -0.8], [0.5, 0.9, 0.3], [0.9, -1.0, 0.3], [0.0, -0.4, 0.7], [0.1, -0.7, 0.5], [-1.1, 1.4, -0.4], [-1.0, 0.1, 0.3], [-0.5, 1.5, -0.1], [0.6, -0.5, 1.8], [0.1, 0.5, -0.2], [-0.2, 0.9, 0.0], [1.0, -0.2, -0.2], [-0.9, 0.2, -0.3], [0.1, -0.8, 0.4], [-1.2, 1.4, 1.5], [0.5, -0.1, 0.3], [-0.1, -0.1, 0.1], [-0.5, 0.3, 0.3], [-0.1, -0.4, 0.4], [1.0, -1.2, 0.2], [0.7, 0.0, 0.1], [0.1, -0.4, 0.0], [-0.3, 0.0, 0.3], [0.2, 0.2, 0.0], [0.3, 0.2, 0.0], [-0.1, 0.4, 0.7], [-0.2, 0.0, -0.1], [0.0, -0.2, -0.1], [-0.1, 0.1, 0.3], [0.3, 0.5, -0.4], [0.0, 0.4, 0.2]],
  "e_above_lowest_ev": 0.000,
  "homo_ev": -8.52,
  "smiles": "Cc1cc(N2CCCS2(=O)=O)c2oc(-c3ccc(O)c(C(F)(F)F)c3)c(O)c(=O)c2c1",
  "homo_lumo_gap_ev": 8.2,
  "multiplicity": 1
}



{
  "formula": "C20H16FN3O3",
  "method": "ωB97M-V with the def2-TZVPD basis set",
  "species": ["C", "H", "O", "C", "C", "C", "C", "C", "C", "H", "H", "C", "O", "N", "C", "N", "C", "C", "C", "C", "H", "H", "N", "C", "O", "C", "C", "C", "C", "C", "C", "H", "H", "H", "F", "H", "H", "H", "H", "H", "H", "H", "H"],
  "positions_angstrom": [[-4.129, -4.118, -0.975], [-3.036, -4.086, -0.918], [-4.722, -3.301, 0.005], [-4.481, -1.966, -0.021], [-3.659, -1.321, -0.942], [-3.472, 0.047, -0.864], [-4.101, 0.795, 0.124], [-4.951, 0.153, 1.022], [-5.128, -1.211, 0.962], [-5.772, -1.723, 1.658], [-5.463, 0.739, 1.769], [-3.974, 2.275, 0.164], [-4.930, 3.010, 0.289], [-2.718, 2.802, -0.012], [-1.463, 2.224, 0.088], [-0.506, 2.881, -0.557], [0.735, 2.440, -0.518], [1.104, 1.292, 0.184], [0.103, 0.622, 0.893], [-1.193, 1.087, 0.857], [-1.970, 0.597, 1.420], [0.348, -0.252, 1.480], [2.404, 0.789, 0.230], [3.532, 1.306, -0.342], [3.568, 2.333, -0.984], [4.761, 0.490, -0.090], [4.734, -0.897, 0.024], [5.924, -1.568, 0.229], [7.137, -0.911, 0.330], [7.154, 0.467, 0.202], [5.978, 1.162, -0.014], [5.979, 2.234, -0.129], [8.090, 0.999, 0.267], [8.040, -1.477, 0.494], [5.894, -2.913, 0.335], [3.824, -1.470, -0.081], [2.515, -0.038, 0.800], [1.462, 3.020, -1.063], [-2.696, 3.787, -0.251], [-2.841, 0.536, -1.592], [-3.165, -1.871, -1.727], [-4.449, -3.835, -1.983], [-4.470, -5.130, -0.760]],
  "atomic_forces_ev_per_a": [[0.1, -0.1, -0.2], [0.0, 0.0, 0.0], [-0.1, 0.3, 0.2], [0.0, 0.2, 0.1], [0.0, -0.4, -0.1], [-0.2, 0.2, 0.2], [-0.2, -0.2, -0.2], [0.2, 0.1, -0.1], [0.0, -0.2, -0.1], [-0.1, -0.1, 0.1], [-0.1, 0.1, 0.1], [0.1, 0.0, 0.0], [-0.1, 0.0, 0.1], [-0.3, 0.5, -0.2], [0.7, -0.3, 0.2], [-0.8, 0.1, 0.0], [0.6, -0.2, 0.0], [-0.6, 0.2, -0.1], [0.1, 0.3, -0.2], [0.1, 0.2, 0.0], [0.0, 0.0, 0.1], [0.0, -0.1, 0.1], [0.2, -0.4, 0.2], [0.0, -0.2, 0.1], [0.0, 0.1, 0.0], [0.4, -0.1, -0.1], [0.1, 0.0, 0.0], [0.0, 0.1, 0.1], [-0.2, -0.2, 0.0], [-0.1, 0.0, 0.0], [-0.2, 0.1, 0.0], [0.0, 0.1, 0.0], [0.1, 0.0, 0.0], [0.1, -0.1, 0.0], [0.0, 0.1, 0.0], [-0.1, -0.1, 0.0], [0.1, 0.2, -0.1], [0.1, -0.1, 0.0], [-0.1, -0.2, 0.1], [0.1, 0.0, 0.0], [0.0, -0.1, -0.1], [0.0, 0.0, 0.0], [0.1, 0.1, -0.1]],
  "e_above_lowest_ev": 0.000,
  "homo_ev": -8.31,
  "smiles": "COc1ccc(C(=O)Nc2ccc(NC(=O)c3cccc(F)c3)cn2)cc1",
  "homo_lumo_gap_ev": 8.5,
  "multiplicity": 1
}



{
  "formula": "C20H16N4O5",
  "method": "ωB97M-V with the def2-TZVPD basis set",
  "species": ["O", "O", "O", "O", "O", "C", "C", "C", "C", "C", "C", "C", "C", "C", "C", "C", "C", "C", "C", "C", "C", "C", "C", "N", "N", "N", "N", "C", "C", "H", "H", "H", "H", "H", "H", "H", "H", "H", "H", "H", "H", "H", "H", "H", "H"],
  "positions_angstrom": [[-2.109, -1.441, -3.258], [-2.138, 1.477, 1.399], [4.246, 3.448, 0.828], [-0.074, 3.351, -1.828], [0.089, -1.426, -3.365], [-1.064, -1.725, -2.774], [-1.220, 2.095, 0.960], [3.312, 2.851, 0.286], [-0.173, 3.029, -0.639], [-1.041, -2.471, -1.512], [-2.139, -2.427, -0.680], [-2.509, -4.042, 3.313], [-1.612, -4.562, 2.331], [-3.155, -2.861, 2.930], [2.213, -0.423, -3.194], [-1.325, -3.960, 1.068], [-2.936, -2.405, 1.614], [3.116, 0.324, -2.467], [0.503, 0.321, -1.699], [0.901, -0.544, -2.756], [-2.090, -2.947, 0.652], [2.735, 1.253, -1.414], [1.426, 1.177, -0.933], [-1.349, 3.089, 0.077], [3.705, 1.976, -0.730], [0.125, 1.739, 1.175], [1.972, 3.098, 0.662], [1.521, 4.097, 1.797], [0.939, 2.273, 0.046], [-0.176, -3.015, -1.272], [-3.035, -1.895, -0.863], [-2.711, -4.586, 4.193], [-0.999, -5.321, 2.777], [-3.986, -2.324, 3.495], [2.582, -1.064, -4.035], [-0.527, -4.477, 0.444], [-3.572, -1.583, 1.324], [4.072, 0.208, -2.898], [-0.522, 0.351, -1.429], [-2.202, 3.425, -0.333], [4.661, 2.015, -0.988], [0.291, 0.821, 1.468], [1.467, 3.576, 2.733], [0.528, 4.541, 1.569], [2.261, 4.965, 1.926]],
  "atomic_forces_ev_per_a": [[-1.0, 0.7, -1.3], [-1.4, -0.6, 1.2], [-1.1, -0.2, 0.0], [-0.3, 0.1, 2.5], [0.9, 0.1, -1.2], [-1.8, -1.0, 1.3], [0.1, -3.0, 1.8], [1.8, 2.1, 1.4], [0.1, 1.9, -5.3], [-2.4, 0.7, 0.9], [3.1, 0.1, -1.3], [0.5, 1.0, -3.1], [0.3, 1.2, 1.2], [-1.0, 0.3, -0.6], [0.5, -1.1, 0.1], [2.1, -4.2, 1.8], [-1.4, 0.6, 1.0], [-1.5, 1.2, 0.1], [1.7, 0.2, 0.4], [0.5, 2.3, 2.2], [-1.4, 0.9, 0.8], [0.7, -2.7, -0.6], [-0.3, 0.0, -2.3], [2.3, 1.4, -0.9], [-3.3, 0.3, 0.5], [-0.9, 2.1, -1.6], [0.7, -0.1, -1.0], [1.6, 0.4, -1.6], [-0.8, -1.2, 2.2], [1.1, -0.5, 0.6], [-0.5, 0.7, -0.9], [0.0, -0.3, 1.0], [0.4, -0.7, -0.7], [1.5, -0.9, -0.5], [-0.4, 0.7, 0.9], [-1.2, 0.8, 0.7], [0.0, 0.3, -0.2], [1.4, 0.6, 0.3], [-0.9, -0.1, 0.3], [-0.2, -0.2, 0.0], [0.6, 0.1, -0.1], [0.0, -1.5, 0.6], [0.0, -0.4, 0.3], [0.7, -0.6, -0.2], [-0.9, -1.6, -0.6]],
  "e_above_lowest_ev": 0.000,
  "homo_ev": -8.46,
  "smiles": "CN1C(=O)Nc2ccc(OC(=O)/C=C/c3ccccc3)cc2[C@@]12NC(=O)NC2=O",
  "homo_lumo_gap_ev": 8.1,
  "multiplicity": 1
}